{
  "formula": "C4H8N2",
  "method": "ωB97M-V/def2-TZVPD",
  "total_energy_ha": -266.68207,
  "e_lumo_ev": 0.83,
  "total_charge": 0,
  "smiles": "CN(C)CC#N",
  "elements": ["C", "N", "C", "C", "C", "N", "H", "H", "H", "H", "H", "H", "H", "H"],
  "positions_angstrom": [[0.600153, -1.210888, -0.373845], [0.492177, 0.195247, -0.013064], [0.699521, 0.462722, 1.396670], [-0.647988, 0.928829, -0.556552], [-1.521095, 0.140371, -1.439636], [-2.252712, -0.492013, -2.073534], [1.314568, -1.688029, 0.302422], [0.983778, -1.318560, -1.394621], [-0.348589, -1.765373, -0.306576], [-0.030323, -0.037544, 2.059536], [0.644511, 1.541181, 1.579013], [1.704890, 0.135789, 1.682054], [-0.311097, 1.824902, -1.094637], [-1.327795, 1.283366, 0.232769]],
  "forces_ev_per_angstrom": [[0.0, -0.1, 0.0], [0.0, 0.0, 0.0], [0.0, 0.1, 0.1], [-0.1, 0.1, 0.0], [-0.6, -0.6, -0.5], [0.7, 0.6, 0.5], [-0.1, 0.1, -0.1], [-0.1, 0.0, 0.1], [0.1, 0.1, 0.1], [0.0, 0.1, -0.1], [0.0, -0.2, 0.0], [-0.2, 0.0, 0.0], [-0.1, -0.2, 0.0], [0.2, 0.0, 0.1]]
}